# 1
Computed, not measured: an isolated molecule of C2H6N2O2S at a distorted geometry, with the ωB97M-V functional and the def2-TZVPD basis.

```
13
Properties=species:S:1:pos:R:3:forces:R:3
N -0.556 0.839 -0.531 -0.6 1.5 -1.7
C -0.153 0.048 0.571 1.1 -0.2 1.1
C 1.367 -0.413 0.568 -1.2 -3.0 0.8
S 1.514 -2.109 -0.446 -0.1 2.6 0.5
N 2.181 0.663 -0.039 2.4 -1.2 0.0
O 2.084 0.784 -1.241 -0.2 0.6 -0.1
O 3.040 1.211 0.646 -1.2 0.1 -0.1
H -0.816 0.332 -1.381 0.3 0.2 0.6
H -0.059 1.749 -0.808 -0.9 -2.3 1.1
H -0.817 -0.832 0.798 0.7 0.8 -0.8
H -0.206 0.629 1.487 -0.2 0.5 0.2
H 1.730 -0.722 1.619 -0.4 1.0 -1.8
H 1.130 -1.424 -1.558 0.1 -0.5 0.2
```
Forces are in eV/Å.

Values from the calculation:
Structure (SMILES): NC[C@@H](S)[N+](=O)[O-]
Calculated total energy (eV): -20077.91848
Highest occupied orbital energy (hartree): -0.3452
Kohn-Sham gap (eV): 8.922

Atomic partial charges in e from the natural (NBO) method, atoms 1 to 2: atom 1 (N): -0.85, atom 2 (C): -0.24

# 2
Computed, not measured: a cluster of 2 separate species, C8H8ClNO2 in total at a distorted geometry, with the ωB97M-V functional and the def2-TZVPD basis.

```
20
Properties=species:S:1:pos:R:3:forces:R:3
C 1.489 1.236 -2.042 -3.5 -1.4 0.7
C 0.210 0.593 -2.065 0.7 -1.2 -0.2
C 2.077 1.433 -0.834 0.1 -0.6 -0.2
C -0.356 0.131 -0.888 -2.2 0.1 -0.5
C 1.578 0.908 0.352 0.5 1.4 -0.5
C 0.285 0.289 0.340 1.8 0.7 1.4
C -1.650 -0.611 1.693 -1.7 -0.8 -1.0
C -0.295 -0.122 1.569 0.4 0.0 0.2
N 0.404 -3.002 0.986 0.2 -1.4 -0.4
O 1.393 -3.636 0.683 -1.6 1.1 0.5
O -0.753 -3.340 1.103 1.6 -0.1 -0.3
Cl 0.668 -0.252 2.980 0.2 0.2 0.3
H 1.893 1.751 -2.839 0.7 0.5 -2.0
H -0.293 0.162 -2.942 0.3 1.1 -0.1
H 2.969 1.985 -1.019 0.9 0.4 1.3
H -1.461 -0.237 -0.891 2.4 0.3 -0.3
H 2.184 1.291 1.193 -1.0 -1.1 0.2
H -2.162 -0.312 0.709 0.2 -0.7 1.9
H -1.537 -1.731 1.743 -0.7 1.0 -0.2
H -2.274 -0.336 2.582 0.8 0.2 -0.7
```
Forces are in eV/Å.

Values from the calculation:
Calculated total energy (eV): -26527.52131
Highest occupied orbital energy (alpha / beta) (hartree): -0.3484 / -0.2626
Kohn-Sham gap (alpha / beta) (eV): 8.761 / 5.059

Atomic partial charges in e from the natural (NBO) method, atoms 1 to 2: atom 1 (C): -0.21, atom 2 (C): -0.20

# 3
Computed, not measured: a structure of composition C5H6FNO at a distorted geometry, with the ωB97M-V functional and the def2-TZVPD basis.

```
14
Properties=species:S:1:pos:R:3:forces:R:3
C -0.563 0.019 -1.136 0.8 -2.3 -0.2
C 0.307 -1.071 -0.326 -4.5 -2.3 0.4
C 0.444 -0.409 1.071 0.2 2.1 -1.6
C -0.277 1.107 -0.182 0.7 2.2 1.1
C 1.125 0.839 0.452 4.5 -0.1 -0.2
H -0.270 0.294 -2.262 -1.3 -1.2 2.4
H 1.149 -1.500 -0.760 1.9 0.1 -0.8
H -0.345 -2.017 -0.182 0.6 1.5 -0.4
H 0.690 -1.063 1.913 0.1 0.6 -0.2
H -1.527 0.205 1.195 -4.1 -1.6 -0.1
H -0.339 2.160 -0.464 -1.0 -0.1 0.2
N -0.688 0.620 1.142 3.4 0.7 0.7
O 2.260 1.323 0.420 -3.7 -1.0 0.1
F -1.967 -0.506 -0.880 2.3 1.6 -1.4
```
Forces are in eV/Å.

Values from the calculation:
Calculated total energy (eV): -11533.99834
Highest occupied orbital energy (hartree): -0.3603
Kohn-Sham gap (eV): 10.721

Atomic partial charges in e from the natural (NBO) method, atoms 1 to 2: atom 1 (C): 0.19, atom 2 (C): -0.47

Calculated values (kcal per mole) of energy above the lowest of the compared OMol25 structures with the same formula, charge and spin for the records, taken in order: 96.1 131.9 95.9.